{
  "formula": "C4H3N3",
  "method": "ωB97M-V/def2-TZVPD",
  "de_lowest_kj_mol": 312.2,
  "mol_weight_da": 93.1,
  "total_energy_ha": -318.365820,
  "homo_lumo_gap_ha": 0.3355,
  "smiles": "N#Cc1ncc[nH]1",
  "species": ["N", "C", "C", "N", "C", "C", "N", "H", "H", "H"],
  "xyz": [[2.997, 0.231, 0.115], [1.985, -0.329, 0.099], [0.763, -0.951, 0.047], [-0.309, -1.582, 0.154], [-1.390, -0.733, 0.059], [-0.997, 0.577, -0.090], [0.300, 0.754, -0.143], [-2.404, -1.090, 0.102], [-1.656, 1.418, -0.167], [0.711, 1.706, -0.176]],
  "lowdin_charge": [0.14, -0.30, -0.10, 0.12, -0.13, -0.17, 0.09, 0.10, 0.12, 0.15]
}


{
  "formula": "C25H24BBrN15OSn",
  "method": "ωB97M-V/def2-TZVPD",
  "de_lowest_kj_mol": 126.2,
  "mol_weight_da": 760.0,
  "total_charge": 4,
  "multiplicity": 2,
  "s_squared": 0.761,
  "total_energy_ha": -4675.554188,
  "homo_lumo_gap_ha": [0.2796, 0.2141],
  "species": ["Sn", "C", "C", "N", "N", "C", "B", "N", "C", "C", "C", "N", "N", "C", "C", "C", "N", "N", "C", "C", "C", "N", "H", "H", "H", "H", "H", "H", "H", "H", "H", "H", "H", "H", "O", "C", "C", "C", "N", "C", "Br", "C", "H", "H", "H", "H", "N", "C", "N", "C", "N", "N", "C", "N", "C", "C", "C", "C", "C", "N", "H", "H", "H", "H", "H", "H", "H", "H"],
  "xyz": [[0.370, -0.014, -0.556], [1.003, -3.774, 1.551], [1.316, -2.837, 0.586], [0.615, -1.709, 0.802], [-0.155, -1.903, 1.901], [0.069, -3.149, 2.356], [-1.027, -0.768, 2.485], [-0.183, 0.516, 2.544], [0.109, 1.318, 3.588], [0.846, 2.392, 3.141], [0.972, 2.183, 1.777], [0.353, 1.048, 1.423], [-2.184, -0.522, 1.500], [-3.520, -0.465, 1.630], [-4.090, -0.184, 0.413], [-3.016, -0.074, -0.449], [-1.852, -0.282, 0.200], [-1.393, -1.150, 3.957], [-2.477, -1.301, 4.664], [-2.087, -1.581, 6.030], [-0.660, -1.582, 6.000], [-0.245, -1.409, 4.780], [1.406, -4.767, 1.665], [2.007, -2.915, -0.242], [-0.439, -3.549, 3.218], [-0.209, 1.110, 4.596], [1.226, 3.214, 3.725], [1.462, 2.798, 1.040], [-4.033, -0.634, 2.559], [-5.138, -0.077, 0.187], [-3.048, 0.113, -1.499], [-3.480, -1.233, 4.276], [-2.727, -1.867, 6.856], [0.027, -1.803, 6.805], [-1.495, -3.475, -5.815], [-1.160, -2.904, -4.687], [-1.983, -2.811, -3.552], [-1.521, -2.141, -2.453], [-0.300, -1.563, -2.403], [0.491, -1.669, -3.494], [2.179, -0.885, -3.376], [0.119, -2.325, -4.630], [-2.378, -3.873, -5.837], [-2.971, -3.253, -3.540], [-2.120, -2.068, -1.557], [0.780, -2.409, -5.483], [-1.809, 1.813, -2.750], [-0.641, 2.413, -2.590], [-0.456, 3.543, -3.204], [0.718, 4.165, -3.117], [0.917, 5.291, -3.744], [1.737, 3.638, -2.369], [1.522, 2.527, -1.768], [0.340, 1.801, -1.799], [2.669, 1.992, -1.003], [3.866, 2.684, -0.884], [4.898, 2.081, -0.176], [4.717, 0.817, 0.383], [3.492, 0.196, 0.229], [2.509, 0.809, -0.447], [-2.535, 2.273, -3.279], [-1.995, 0.945, -2.309], [0.186, 5.704, -4.308], [1.808, 5.763, -3.692], [3.950, 3.649, -1.358], [5.845, 2.594, -0.070], [5.511, 0.319, 0.923], [3.290, -0.781, 0.647]],
  "lowdin_spin": [0.00, 0.00, 0.00, 0.00, 0.00, 0.00, 0.01, 0.00, 0.00, 0.00, 0.00, 0.00, 0.00, 0.00, 0.00, 0.00, 0.00, 0.11, 0.18, 0.43, 0.03, 0.20, 0.00, 0.00, 0.00, 0.00, 0.00, 0.00, 0.00, 0.00, 0.00, 0.00, 0.02, 0.00, 0.00, 0.00, 0.00, 0.00, 0.00, 0.00, 0.00, 0.00, 0.00, 0.00, 0.00, 0.00, 0.00, 0.00, 0.00, 0.00, 0.00, 0.00, 0.00, 0.00, 0.00, 0.00, 0.00, 0.00, 0.00, 0.00, 0.00, 0.00, 0.00, 0.00, 0.00, 0.00, 0.00, 0.00]
}


{
  "formula": "C6H9N",
  "method": "ωB97M-V/def2-TZVPD",
  "de_lowest_kj_mol": 505.2,
  "mol_weight_da": 95.1,
  "total_energy_ha": -288.589634,
  "homo_lumo_gap_ha": 0.3343,
  "smiles": "C[C@]12C=C1C2.C=N",
  "species": ["C", "C", "C", "C", "C", "H", "H", "H", "H", "H", "H", "C", "N", "H", "H", "H"],
  "xyz": [[0.570, -0.509, -1.475], [-0.476, -1.074, -0.529], [-1.478, -2.060, -0.798], [-2.273, -0.966, -0.625], [-1.312, -0.214, 0.326], [0.898, -1.308, -2.140], [1.453, -0.105, -0.954], [0.145, 0.306, -2.090], [-1.647, -3.008, -1.315], [-1.258, 0.868, 0.182], [-1.484, -0.521, 1.354], [1.582, 1.459, 1.961], [2.204, 0.835, 1.051], [0.662, 1.983, 1.700], [1.961, 1.543, 2.985], [3.049, 0.444, 1.466]],
  "lowdin_charge": [-0.05, -0.30, -0.06, 0.01, -0.16, 0.07, 0.04, 0.10, 0.10, 0.09, 0.10, -0.12, 0.03, 0.06, 0.07, 0.05]
}


{
  "formula": "C3H13NO3",
  "method": "ωB97M-V/def2-TZVPD",
  "de_lowest_kj_mol": 140.7,
  "mol_weight_da": 111.1,
  "total_energy_ha": -402.526852,
  "homo_lumo_gap_ha": 0.2981,
  "smiles": "C/C=C/N.O.O.O",
  "species": ["C", "C", "C", "N", "H", "H", "H", "H", "H", "H", "H", "O", "H", "H", "O", "H", "H", "O", "H", "H"],
  "xyz": [[-2.652, 3.478, 0.192], [-1.387, 2.638, 0.147], [-1.306, 1.449, 0.759], [-0.199, 0.579, 0.705], [-2.873, 3.670, 1.246], [-2.308, 4.438, -0.209], [-3.608, 3.254, -0.270], [-0.474, 2.959, -0.346], [-2.188, 0.984, 1.210], [-0.393, -0.392, 0.503], [0.354, 0.983, -0.043], [5.251, -1.231, -1.398], [5.248, -0.293, -1.297], [4.619, -1.440, -2.078], [1.860, -4.444, -0.799], [1.293, -5.157, -0.549], [1.493, -3.666, -0.378], [-0.635, -2.331, 0.834], [-1.049, -2.667, 1.657], [-1.047, -2.810, 0.112]],
  "lowdin_charge": [-0.13, -0.19, -0.24, 0.02, 0.07, 0.06, 0.06, 0.09, 0.11, 0.02, 0.07, -0.04, 0.02, 0.03, -0.04, 0.02, 0.01, -0.06, 0.07, 0.05]
}


{
  "formula": "H18O9",
  "method": "ωB97M-V/def2-TZVPD",
  "de_lowest_kj_mol": 331.1,
  "mol_weight_da": 162.1,
  "total_energy_ha": -687.899679,
  "homo_lumo_gap_ha": 0.3835,
  "smiles": "O.O.O.O.O.O.O.O.O",
  "species": ["O", "H", "H", "O", "H", "H", "O", "H", "H", "O", "H", "H", "O", "H", "H", "O", "H", "H", "O", "H", "H", "O", "H", "H", "O", "H", "H"],
  "xyz": [[-18.547, -20.481, 27.699], [-18.876, -20.892, 26.877], [-19.264, -19.925, 28.064], [-17.293, -19.642, 23.004], [-16.617, -19.046, 23.287], [-17.970, -19.871, 23.726], [-16.403, -23.111, 27.680], [-16.795, -23.239, 26.866], [-15.807, -22.315, 27.724], [-16.030, -20.858, 25.350], [-16.218, -20.911, 24.403], [-16.835, -20.593, 25.881], [-19.111, -20.606, 24.983], [-19.638, -21.247, 24.723], [-19.656, -19.935, 25.104], [-16.305, -22.298, 22.846], [-15.681, -22.449, 22.171], [-16.786, -21.479, 22.776], [-14.306, -18.611, 25.136], [-14.932, -19.338, 25.305], [-14.180, -18.231, 26.006], [-13.505, -22.157, 24.687], [-13.691, -23.104, 24.897], [-14.184, -21.874, 25.129], [-17.528, -23.883, 24.850], [-17.529, -24.705, 24.507], [-16.991, -23.318, 24.315]],
  "lowdin_charge": [-0.07, 0.00, 0.05, -0.06, 0.04, 0.05, -0.05, -0.07, 0.06, -0.07, 0.01, 0.07, 0.09, 0.02, 0.02, -0.02, 0.05, 0.00, -0.07, -0.02, 0.03, 0.01, 0.08, -0.12, 0.01, -0.02, -0.02]
}


{
  "formula": "C40H36ClN5O4S2Zr",
  "method": "ωB97M-V/def2-TZVPD",
  "de_lowest_kj_mol": 78.4,
  "mol_weight_da": 841.6,
  "total_energy_ha": -3424.433222,
  "homo_lumo_gap_ha": 0.2668,
  "species": ["Zr", "C", "C", "C", "C", "C", "C", "C", "C", "N", "C", "O", "C", "C", "C", "C", "C", "N", "C", "O", "N", "C", "C", "C", "C", "C", "C", "C", "C", "H", "H", "H", "H", "H", "H", "H", "H", "H", "H", "H", "H", "H", "H", "H", "H", "H", "H", "H", "H", "H", "O", "C", "C", "C", "C", "C", "C", "C", "O", "N", "N", "C", "S", "C", "C", "S", "H", "H", "H", "H", "H", "H", "H", "H", "H", "Cl", "C", "C", "C", "C", "C", "C", "C", "H", "H", "H", "H", "H", "H"],
  "xyz": [[-0.094, 0.562, 0.843], [1.304, 3.717, -1.489], [0.489, 2.859, -2.413], [0.832, 2.795, -3.758], [0.071, 2.060, -4.656], [-1.075, 1.429, -4.214], [-1.454, 1.477, -2.872], [-2.761, 0.847, -2.466], [-0.631, 2.145, -1.968], [-0.942, 2.043, -0.557], [-1.674, 3.060, -0.014], [-2.012, 4.117, -0.511], [-2.118, 2.733, 1.398], [-2.755, 3.607, 2.245], [-3.102, 3.141, 3.510], [-2.808, 1.836, 3.897], [-2.164, 1.024, 2.992], [-1.854, 1.483, 1.778], [-1.730, -0.404, 3.275], [-1.883, -0.840, 4.402], [-1.157, -0.995, 2.186], [-0.918, -2.410, 2.242], [-1.955, -3.292, 2.604], [-3.327, -2.868, 3.068], [-1.723, -4.663, 2.529], [-0.512, -5.184, 2.105], [0.497, -4.312, 1.749], [0.311, -2.935, 1.816], [1.505, -2.093, 1.433], [1.923, 4.400, -2.073], [0.667, 4.311, -0.831], [1.971, 3.120, -0.869], [1.711, 3.332, -4.097], [0.362, 1.998, -5.698], [-1.704, 0.887, -4.914], [-2.816, -0.192, -2.806], [-2.922, 0.863, -1.393], [-3.586, 1.390, -2.933], [-2.958, 4.614, 1.906], [-3.602, 3.803, 4.205], [-3.050, 1.440, 4.873], [-3.654, -1.922, 2.642], [-4.052, -3.634, 2.786], [-3.349, -2.745, 4.151], [-2.531, -5.333, 2.807], [-0.363, -6.255, 2.047], [1.455, -4.693, 1.409], [1.884, -2.363, 0.450], [1.289, -1.040, 1.410], [2.305, -2.178, 2.169], [3.690, 1.059, -1.586], [3.300, 0.337, -2.664], [4.152, 0.408, -3.765], [3.872, -0.309, -4.908], [2.737, -1.119, -4.979], [1.890, -1.178, -3.894], [2.142, -0.451, -2.726], [1.166, -0.493, -1.616], [1.408, 0.277, -0.544], [0.112, -1.216, -1.733], [-0.841, -0.977, -0.718], [-1.852, -1.764, -0.871], [-1.850, -2.974, -2.120], [-3.366, -3.754, -1.523], [-4.274, -2.653, -1.013], [-3.284, -1.645, 0.100], [3.040, 0.937, -0.872], [5.032, 1.035, -3.690], [4.546, -0.243, -5.755], [2.519, -1.687, -5.874], [0.990, -1.779, -3.933], [-3.115, -4.452, -0.724], [-3.813, -4.297, -2.355], [-5.116, -3.040, -0.440], [-4.642, -2.036, -1.832], [1.150, 0.255, 3.943], [2.635, 0.881, 3.240], [3.845, 0.404, 3.711], [5.016, 0.834, 3.103], [4.941, 1.725, 2.041], [3.711, 2.200, 1.607], [2.512, 1.801, 2.199], [1.171, 2.288, 1.751], [3.864, -0.301, 4.533], [5.973, 0.471, 3.453], [5.846, 2.061, 1.549], [3.674, 2.907, 0.784], [1.275, 3.144, 1.096], [0.599, 2.603, 2.630]],
  "lowdin_charge": [1.80, -0.02, -0.20, -0.05, -0.08, -0.05, -0.20, -0.04, -0.19, -0.04, -0.48, 0.09, -0.17, 0.03, 0.00, 0.03, -0.18, 0.00, -0.57, 0.05, -0.07, -0.20, -0.22, -0.08, -0.06, -0.08, -0.05, -0.20, -0.04, 0.09, 0.08, 0.05, 0.11, 0.10, 0.11, 0.06, 0.04, 0.09, 0.13, 0.12, 0.13, 0.03, 0.08, 0.09, 0.11, 0.10, 0.12, 0.10, -0.03, 0.10, 0.06, -0.25, -0.01, -0.08, -0.09, -0.03, -0.08, -0.39, -0.26, 0.04, -0.16, -0.90, 0.99, -0.50, -0.48, 1.00, 0.06, 0.12, 0.10, 0.10, 0.11, 0.08, 0.08, 0.09, 0.08, 0.80, -0.58, -0.11, -0.09, -0.08, -0.05, -0.34, -0.25, 0.10, 0.10, 0.11, 0.11, 0.03, 0.05]
}